Record 1
Density functional theory data (the ωB97M-V functional and the def2-TZVPD basis) for C2H2N3O as an isolated structure at a distorted geometry.

The max |F| comes out at 4.597 eV Å⁻¹. As for the charge: +1. The calculation puts the HOMO-LUMO gap (alpha / beta) at 9.127 / 9.123 eV. The highest occupied orbital energy (alpha / beta) comes out at -16.7884 / -16.7872 eV. The value obtained for the energy relative to the best compared isomer or geometry (same formula, charge and spin) is 6.750 eV.

CARTESIAN COORDINATES (ANGSTROEM)
C  -0.609  0.034  1.063
C  -0.708  -0.670  -0.605
N  -1.626  -0.290  0.384
N  0.993  0.267  -0.679
N  0.629  -0.521  0.375
O  -0.092  0.163  -1.449
H  -0.533  0.647  1.950
H  1.947  0.370  -1.037


Record 2
Density functional theory data (the ωB97M-V functional and the def2-TZVPD basis) for C31H37ClIN3O4PS2Ti as an isolated structure.

The max |F| comes out at 0.833 eV Å⁻¹. As for the charge: -1. The calculation puts the HOMO-LUMO gap (alpha / beta) at 6.904 / 5.362 eV. The highest occupied orbital energy (alpha / beta) comes out at -4.6973 / -4.6872 eV. Its spin multiplicity is 3. The value obtained for the energy relative to the best compared isomer or geometry (same formula, charge and spin) is 0.172 eV.

CARTESIAN COORDINATES (ANGSTROEM)
Ti  0.842  -0.454  -0.672
Cl  1.379  2.510  -1.732
C  0.284  3.786  -1.300
C  0.566  5.064  -1.770
C  -0.312  6.095  -1.496
C  -1.474  5.845  -0.774
C  -1.735  4.568  -0.317
C  -0.849  3.511  -0.546
P  -1.248  1.783  -0.036
C  -1.828  2.002  1.687
C  -1.530  3.114  2.470
C  -2.002  3.212  3.773
C  -2.775  2.197  4.314
C  -3.046  1.066  3.556
C  -2.567  0.962  2.260
C  -2.801  1.677  -1.005
C  -4.081  1.621  -0.467
C  -5.189  1.595  -1.305
C  -5.028  1.639  -2.680
C  -3.751  1.703  -3.221
C  -2.646  1.713  -2.390
H  1.463  5.229  -2.352
H  -0.098  7.092  -1.861
H  -2.179  6.644  -0.580
H  -2.654  4.368  0.221
H  -0.928  3.919  2.070
H  -1.763  4.089  4.362
H  -3.150  2.278  5.327
H  -3.621  0.252  3.977
H  -2.770  0.069  1.681
H  -4.230  1.602  0.603
H  -6.181  1.539  -0.874
H  -5.893  1.610  -3.331
H  -3.614  1.711  -4.294
H  -1.652  1.718  -2.821
C  3.501  -4.865  -1.539
C  2.117  -4.529  -2.084
C  2.049  -4.827  -3.579
C  1.049  -5.346  -1.350
N  1.907  -3.063  -1.984
N  1.472  -2.608  -0.695
H  3.672  -5.944  -1.581
H  3.618  -4.540  -0.503
H  4.273  -4.368  -2.131
H  2.298  -5.872  -3.767
H  2.758  -4.198  -4.122
H  1.045  -4.635  -3.964
H  1.163  -6.401  -1.607
H  0.045  -5.023  -1.634
H  1.157  -5.268  -0.266
H  1.138  -2.820  -2.606
H  2.242  -2.734  -0.022
H  0.674  -3.156  -0.373
N  4.416  -1.174  -1.996
C  3.848  -0.071  -1.378
O  2.502  -0.140  -1.327
C  4.507  0.986  -0.888
I  4.218  -2.472  1.652
H  3.748  -1.938  -2.064
H  5.272  -1.465  -1.548
H  3.966  1.784  -0.404
H  5.585  1.020  -0.924
C  1.554  0.336  1.591
C  0.994  -0.110  2.810
C  0.641  0.808  3.823
C  0.155  0.368  5.034
C  -0.024  -0.995  5.261
C  0.306  -1.917  4.271
C  0.819  -1.489  3.066
H  2.252  -0.347  1.087
H  1.719  1.399  1.450
H  0.778  1.867  3.640
H  -0.096  1.084  5.807
H  -0.414  -1.338  6.211
H  0.182  -2.977  4.453
H  1.125  -2.204  2.314
O  -1.033  -2.952  -2.380
S  -1.508  -1.677  -1.876
O  -2.817  -1.282  -2.317
O  -0.465  -0.594  -2.211
S  -1.350  -1.644  0.171